[1]
This record from OMol25 describes a 2-piece molecular cluster, C19H25ClN4O4 overall at a distorted geometry. The level of theory is the ωB97M-V functional and the def2-TZVPD basis.

Last column: natural (NBO) charge in e.
Positions of all 53 atoms, in Å:
C -1.762877 1.403849 -0.775686  0.6758
C -0.047262 -0.501592 2.203467  -0.1194
C -0.744215 1.139895 0.328218  -0.5165
H 2.845831 1.085864 -0.397215  0.3989
H 2.695014 -1.022499 -1.549953  0.2427
O -2.729482 0.693247 -0.980127  -0.6388
H 2.458272 2.593756 -2.447946  0.1656
H -1.809480 0.463192 2.897561  0.4009
C 0.790218 -1.629435 -2.326148  -0.0349
N -1.618070 2.487588 -1.505987  -0.8065
N 3.522505 1.373277 -1.117139  -0.8659
H -3.010490 -0.395329 5.083820  0.2331
O -3.505713 -2.943520 -4.050837  -0.4033
H 0.081339 -1.573754 2.360503  0.2360
C -1.548720 -2.118201 -3.230052  -0.0635
C -0.709178 -0.321801 0.822770  -0.3912
H 3.634700 1.516415 -3.215286  0.1980
H -2.323099 2.634276 -2.205014  0.4104
C 3.139231 1.142681 3.683742  -0.4127
C -2.523705 -1.994158 -4.192705  0.0923
H 1.270240 0.291532 4.270563  0.4259
H -1.896314 -0.001322 6.413058  0.2457
H 0.240493 1.417012 -0.045438  0.2394
H -0.170068 -0.923634 0.095537  0.2409
Cl 1.009833 -3.210561 -1.608880  0.0010
H 4.052932 2.189255 -0.819125  0.3597
H -0.824287 3.085350 -1.378966  0.3939
C -0.358749 -1.250383 -3.062028  -0.0962
C -0.373055 0.032460 -3.639453  -0.1860
H -2.280575 1.229063 5.186137  0.2231
C 0.680988 0.930112 -3.452097  -0.2029
H -0.986397 1.803730 1.157497  0.2141
C -1.992306 -3.230994 -2.415822  -0.3144
O -0.027832 -0.908697 5.059529  -0.6551
O 2.059453 0.228164 1.256534  -0.6825
H -1.524764 -3.628027 -1.522716  0.2376
H -1.230428 0.366911 -4.212446  0.2127
N -0.998699 -0.033549 3.229133  -0.6105
C -3.162113 -3.685046 -2.952750  0.0862
C 1.379148 0.106781 2.274701  0.6736
H 0.621192 1.918015 -3.898264  0.2087
H 3.916789 0.548386 3.198919  0.2163
C -2.120261 0.166861 5.360357  -0.7068
C 1.834552 -0.716923 -2.138596  -0.1762
C -0.955941 -0.315004 4.530094  0.6786
H -2.525973 -1.246642 -4.978826  0.2015
C 1.785548 0.577484 -2.671535  -0.0466
H -1.724329 -0.716933 0.883243  0.2337
H 3.147060 2.147915 3.259417  0.1988
H 3.347445 1.196609 4.753171  0.2099
H -3.747133 -4.509322 -2.556307  0.2085
C 2.883112 1.584950 -2.421692  -0.2307
N 1.835618 0.522697 3.461062  -0.6033

Forces on the atoms, in the same order (eV/Å):
-0.7 -1.7 1.0
-0.2 -0.1 0.1
0.1 -0.4 -0.2
0.5 0.3 -0.3
-0.1 0.1 -0.1
-0.3 -0.8 0.3
-0.2 0.0 -0.4
0.0 0.0 -0.1
0.0 1.0 -0.5
0.8 1.6 -0.5
-0.1 -0.4 0.0
-0.2 0.1 0.0
0.4 0.3 0.1
0.1 -0.1 0.1
-0.8 -0.5 -0.1
0.2 0.5 -0.1
0.0 0.0 0.0
0.1 0.3 -0.1
-0.2 -0.3 -0.5
1.0 -0.1 0.8
0.2 -0.1 -0.1
0.0 0.0 -0.2
0.1 0.1 0.1
0.0 0.0 0.0
0.0 0.3 -0.2
-0.3 -0.3 0.0
0.0 0.2 -0.3
-0.1 -0.3 0.1
0.8 0.1 0.4
-0.2 0.1 0.0
-0.2 -0.6 0.1
0.0 0.3 0.1
-0.5 0.0 -0.2
0.4 -0.2 -0.1
-0.4 -0.3 0.0
-0.2 0.1 -0.3
0.0 -0.2 0.1
0.2 0.4 -1.1
1.3 0.5 0.7
0.3 0.7 -0.5
0.0 0.0 0.1
0.0 0.1 0.0
0.0 0.0 -0.1
-0.1 0.0 0.0
-0.1 -0.2 1.2
-0.7 -0.6 -0.1
-0.3 -0.3 -0.1
0.0 0.0 -0.1
0.1 0.0 0.0
-0.2 0.0 -0.1
-0.4 0.4 -0.7
0.1 0.1 0.8
-0.5 0.0 0.9

Output
electronic energy = -46782.7201 eV

=====

[2]
This record from OMol25 describes a 3-piece molecular cluster, CH8N2O overall at a distorted geometry. The level of theory is the ωB97M-V functional and the def2-TZVPD basis.

Last column: natural (NBO) charge in e.
Positions of all 12 atoms, in Å:
H -1.441939 1.037894 -1.613006  0.2899
H 0.890564 -1.410216 2.888764  -0.0393
C -1.469840 -0.163895 -0.008011  0.0823
H 1.653604 1.344407 -1.265036  0.3490
N -1.870182 0.161704 -1.283358  -0.7439
O -1.515732 0.779364 0.918144  -0.8652
H 1.156691 -0.214324 -1.336180  0.4069
H 0.747366 -1.201485 2.187978  0.0357
H -1.855935 -1.157528 0.347706  0.0997
H -0.153856 -0.236393 -0.009439  0.1359
H 2.033599 0.655268 0.056460  0.3847
N 1.825662 0.405202 -0.884022  -1.1358

Forces on the atoms, in the same order (eV/Å):
-0.3 -0.1 0.9
0.0 0.0 -0.1
1.6 1.2 0.9
0.0 -0.7 -0.3
0.5 -1.2 -1.6
-0.1 0.4 1.1
0.0 0.0 1.6
-0.1 0.0 0.0
0.2 0.2 -0.4
-2.2 -0.8 -0.6
-0.9 -1.4 1.0
1.2 2.2 -2.5

Output
electronic energy = -6190.3961 eV
spin multiplicity = 2
ΔE to the lowest compared entry with this formula, charge and spin = 52.6 kcal/mol
total charge = -1
⟨S²⟩ = 0.7638

=====

[3]
This record from OMol25 describes an isolated molecule of C5H4O2S at a distorted geometry. The level of theory is the ωB97M-V functional and the def2-TZVPD basis.

Last column: natural (NBO) charge in e.
Positions of all 12 atoms, in Å:
C 0.227100 2.420558 -0.176409  -0.1668
S -0.262342 -1.234517 -1.821512  -0.0161
C 0.017448 -0.319512 -0.216030  -0.3822
H 0.428998 3.454170 -0.328175  0.2434
C 0.317711 1.082119 -0.487773  -0.0126
H -1.630684 -1.247144 0.860691  0.2146
H -0.543592 0.072388 -2.705536  0.1820
H -1.359895 0.408159 1.529821  0.2380
O 2.114761 -2.044498 0.256782  -0.4898
C 1.096984 -1.290586 0.436041  0.8022
O 0.423089 -0.846572 1.739619  -0.5173
C -0.829578 -0.454565 0.912480  -0.0953

Forces on the atoms, in the same order (eV/Å):
1.0 -10.7 -2.8
-1.2 3.5 -2.0
2.3 -0.6 -5.2
0.0 0.3 0.0
-0.2 10.1 2.9
1.3 0.3 0.0
0.5 -3.1 2.0
1.5 -1.3 -2.0
-6.5 4.6 0.9
3.8 -0.7 2.9
-0.1 -2.2 -2.6
-2.2 -0.3 5.7

Output
electronic energy = -20173.1630 eV
ΔE to the lowest compared entry with this formula, charge and spin = 148.5 kcal/mol

=====

[4]
This record from OMol25 describes C26H20IrN3O4STe as an isolated structure. The level of theory is the ωB97M-V functional and the def2-TZVPD basis.

Last column: natural (NBO) charge in e.
Positions of all 56 atoms, in Å:
S -3.861861 -0.686073 -1.481882  2.3518
C -1.074144 -0.855934 1.054310  -0.1974
H -5.119364 -2.762948 -2.907178  0.2369
N 3.311874 1.664605 -2.313790  -0.2245
O 1.095495 0.945088 0.234853  -0.5217
C 7.029884 3.087959 2.011316  -0.1839
C -0.868077 -1.388921 3.631062  -0.1052
H 0.600116 0.109127 4.101857  0.2051
C 5.371001 1.380884 1.672430  0.0259
C -0.961818 -1.048743 2.260199  0.0112
C -1.668809 -2.422902 4.139091  -0.1406
N -0.532320 -0.388999 -3.775469  -0.2397
C -4.317599 0.100588 -5.373292  -0.2009
Ir -1.274121 -0.578749 -0.769145  1.0796
C 0.005029 -0.707890 4.489461  -0.1764
H 2.574708 1.763613 3.332822  0.2519
C -4.247585 -0.809214 -3.173865  -0.3295
H -6.425282 -1.287752 -7.376485  0.2352
C -0.710465 -2.089869 6.314443  -0.1554
C 4.757808 3.475700 2.688587  -0.1803
H 5.151107 -0.136521 0.122855  0.2651
N 0.445799 0.529269 -0.763242  0.0404
C -4.953766 -1.044902 -5.837908  0.0404
H 5.522932 -0.793931 1.719887  0.2590
H -2.345991 -2.938842 3.472168  0.2314
C -3.955033 0.229155 -4.041866  -0.1796
H 7.436606 1.183749 1.119538  0.2237
H 6.334439 4.898047 2.933341  0.2305
H -4.891227 -2.076074 -7.716880  0.2333
C 6.685101 1.827300 1.559726  -0.2147
C 2.255869 1.238665 -2.157447  0.2306
H 4.004559 4.120034 3.124886  0.2221
C 6.065208 3.912505 2.578696  -0.1866
O -2.884418 -1.798043 -1.120840  -0.9105
C -5.343490 -1.184718 -7.280508  -0.6385
H 0.751022 -0.525804 6.485757  0.2258
C 0.081878 -1.057948 5.823307  -0.2054
C 4.404572 2.208345 2.231974  -0.0986
O -5.027742 -0.647193 -0.681110  -0.8469
H 8.052058 3.429821 1.923457  0.2308
H -5.030128 -0.320850 -7.863088  0.2242
H 2.295231 2.305335 1.672797  0.2785
H -2.202143 -3.566767 5.863636  0.2330
H -0.649789 -2.361586 7.359919  0.2294
C 2.972716 1.746183 2.318538  -0.6607
H -5.727878 -2.971847 -5.286531  0.2279
C -4.892928 -1.965919 -3.603688  -0.1697
Te 2.926717 -0.244461 1.608218  1.1496
C -1.584472 -2.769336 5.474022  -0.2122
O -2.899639 0.505131 -1.329871  -0.8665
C 0.963953 0.679619 -1.970966  -0.0998
H -3.451169 1.117028 -3.687912  0.2409
C 0.142072 0.143123 -3.006033  0.2192
H -4.096271 0.905187 -6.062417  0.2255
C 4.992738 0.001857 1.193554  -0.7070
C -5.232963 -2.075179 -4.935289  -0.2067

Forces on the atoms, in the same order (eV/Å):
0.2 -0.3 0.2
-0.1 -0.1 0.3
0.0 0.0 0.0
0.0 0.0 0.1
-0.1 0.1 0.0
0.0 0.0 0.0
0.0 -0.1 0.0
0.0 0.0 0.0
0.0 0.0 0.0
0.0 0.0 -0.1
0.0 0.0 0.0
-0.2 0.1 0.1
0.0 0.0 0.0
0.4 0.0 -0.2
0.0 0.0 0.0
0.0 0.0 0.0
0.0 0.0 0.0
0.0 0.0 0.0
0.0 0.0 0.0
0.0 0.0 0.0
0.0 0.0 0.0
-0.1 0.1 -0.1
0.0 0.0 0.0
0.0 0.0 0.0
0.0 0.0 0.0
0.1 0.0 0.0
0.0 0.0 0.0
0.0 0.0 0.0
0.0 0.0 0.0
0.0 0.0 0.0
0.0 0.1 -0.2
0.0 0.0 0.0
0.0 0.0 0.0
-0.4 0.1 0.0
0.0 0.0 0.0
0.0 0.0 0.0
0.0 0.0 0.0
0.0 0.0 0.0
0.0 0.1 0.0
0.0 0.0 0.0
0.0 0.0 0.0
0.0 0.0 0.0
0.0 0.0 0.0
0.0 0.0 0.0
0.0 0.0 0.0
0.0 0.0 0.0
0.0 0.0 0.0
0.0 -0.1 0.0
0.0 0.0 0.0
0.2 0.1 -0.1
-0.2 0.0 0.2
0.0 0.0 0.0
0.3 -0.1 -0.2
0.0 0.0 0.0
0.0 0.0 -0.1
0.0 0.0 0.0

Output
electronic energy = -60900.5485 eV
spin multiplicity = 2
ΔE to the lowest compared entry with this formula, charge and spin = 0.0 kcal/mol
total charge = +1
⟨S²⟩ = 1.0738

=====

[5]
This record from OMol25 describes an isolated molecule of C6H10Si at a distorted geometry. The level of theory is the ωB97M-V functional and the def2-TZVPD basis.

Last column: natural (NBO) charge in e.
Positions of all 17 atoms, in Å:
H -0.453093 1.287572 -1.299007  0.1979
H 2.637947 1.364451 -4.545206  0.2468
C 0.045076 0.553506 -0.779300  -0.5190
C 1.194491 0.093731 -1.423179  -0.2628
H -2.930849 0.189560 1.105446  0.2370
C -2.098950 0.631520 1.614309  -1.0801
H -0.851725 -2.239120 1.016213  0.2215
H 1.763129 -0.797443 -0.901516  0.2124
Si -0.358232 0.167974 0.959522  1.2882
H -2.085689 0.261340 2.671657  0.2396
C 2.262356 1.076039 -3.525630  -0.1497
H 0.266467 -1.921480 2.341959  0.2477
H -2.290411 1.746165 1.684838  0.2385
H 0.516317 -1.973763 0.374472  0.2324
C 1.750536 0.613301 -2.530738  -0.0786
H 0.699454 0.627412 1.959289  -0.1874
C -0.066822 -1.680767 1.276871  -1.0842

Forces on the atoms, in the same order (eV/Å):
-1.5 1.5 -1.1
-0.7 -0.5 1.9
-2.0 0.3 2.5
4.4 -3.5 -0.2
-0.4 -0.4 -0.4
1.1 1.4 1.0
-3.8 -2.1 -0.3
-1.0 1.8 -1.3
-0.3 -0.7 1.7
-0.1 0.2 -0.8
1.7 1.4 -3.9
0.1 0.2 -1.9
0.3 -1.2 -0.2
1.0 -0.1 1.2
-0.9 -0.9 2.0
-0.4 0.5 -0.5
2.6 1.9 0.3

Output
electronic energy = -14255.6632 eV
spin multiplicity = 3
ΔE to the lowest compared entry with this formula, charge and spin = 0.0 kcal/mol
⟨S²⟩ = 2.0196